Entry 1:
Below is a 12-piece molecular cluster, C29H58Cl4F6O27P overall, with properties calculated with wB97M-V/def2-TZVPD.

Positions of all 125 atoms, in Å:
P: 0.301 -0.800 -1.517
F: 0.673 0.668 -0.994
F: -0.093 -1.231 0.003
F: -1.244 -0.317 -1.738
F: -0.176 -2.234 -2.084
F: 0.679 -0.337 -3.043
F: 1.754 -1.435 -1.274
C: 1.326 -2.140 2.396
O: -0.086 -2.388 2.451
C: -0.565 -2.863 3.589
O: 0.079 -3.258 4.539
O: -1.876 -2.999 3.462
C: -2.646 -3.536 4.513
H: 1.819 -3.111 2.429
H: 1.580 -1.463 3.212
H: 1.654 -1.604 1.511
H: -3.024 -4.502 4.177
H: -3.494 -2.893 4.736
H: -2.123 -3.720 5.450
C: -1.600 -4.108 -0.114
O: -2.090 -5.454 -0.045
C: -1.515 -6.373 -0.786
O: -0.622 -6.212 -1.569
O: -2.086 -7.589 -0.628
C: -3.130 -7.721 0.315
H: -2.128 -3.509 0.619
H: -1.871 -3.685 -1.083
H: -0.517 -4.088 -0.052
H: -3.973 -7.062 0.110
H: -2.754 -7.590 1.332
H: -3.534 -8.735 0.307
C: -0.464 0.754 2.338
O: -0.711 2.097 2.752
C: -0.164 2.496 3.899
O: 0.742 1.880 4.418
O: -0.692 3.642 4.272
C: -0.074 4.325 5.358
H: -0.454 0.041 3.159
H: 0.551 0.741 1.935
H: -1.170 0.509 1.554
H: -0.449 3.909 6.292
H: -0.305 5.375 5.199
H: 1.012 4.243 5.334
C: -1.909 2.963 -0.865
O: -2.918 3.028 0.172
C: -3.428 4.221 0.454
O: -2.982 5.263 0.032
O: -4.429 4.063 1.298
C: -5.154 5.181 1.752
H: -2.464 3.106 -1.786
H: -1.408 2.005 -0.783
H: -1.189 3.739 -0.607
H: -4.547 5.984 2.172
H: -5.871 4.907 2.522
H: -5.713 5.541 0.882
C: 1.822 3.440 0.867
O: 1.759 4.189 2.097
C: 2.746 4.987 2.404
O: 3.803 5.074 1.853
O: 2.386 5.647 3.510
C: 3.357 6.461 4.100
H: 2.583 2.670 0.961
H: 1.987 4.193 0.096
H: 0.849 3.017 0.632
H: 4.039 5.895 4.735
H: 2.905 7.186 4.788
H: 3.883 7.168 3.455
C: -8.422 -0.696 0.982
O: -7.055 -0.414 1.127
C: -6.201 -1.023 0.312
O: -6.522 -1.875 -0.482
O: -4.999 -0.533 0.528
C: -3.942 -1.035 -0.265
H: -8.627 -1.757 1.122
H: -8.800 -0.444 -0.017
H: -9.004 -0.028 1.614
H: -3.034 -0.455 -0.120
H: -4.147 -0.949 -1.333
H: -3.652 -2.071 -0.093
C: 3.093 -3.027 -3.413
O: 4.519 -3.199 -3.479
C: 5.042 -4.239 -2.869
O: 4.499 -4.934 -2.050
O: 6.301 -4.369 -3.277
C: 7.029 -5.495 -2.828
H: 2.871 -1.984 -3.595
H: 2.772 -3.340 -2.420
H: 2.617 -3.755 -4.072
H: 7.270 -5.379 -1.766
H: 7.978 -5.540 -3.352
H: 6.417 -6.393 -2.905
C: -2.556 -0.268 -4.206
O: -2.480 1.083 -3.838
C: -2.281 2.013 -4.770
O: -2.043 1.829 -5.936
O: -2.355 3.183 -4.157
C: -1.938 4.374 -4.780
H: -1.586 -0.771 -4.271
H: -2.879 -0.426 -5.243
H: -3.216 -0.800 -3.533
H: -1.592 5.094 -4.041
H: -2.714 4.865 -5.368
H: -1.090 4.136 -5.427
C: 4.614 -1.681 0.271
O: 4.098 -0.483 0.875
C: 4.990 0.283 1.517
O: 6.173 0.029 1.595
O: 4.347 1.295 2.055
C: 5.022 2.184 2.910
H: 4.917 -1.408 -0.737
H: 3.819 -2.418 0.196
H: 5.441 -2.160 0.785
H: 4.597 3.184 2.833
H: 6.094 2.259 2.732
H: 4.895 1.882 3.953
C: 3.797 0.868 -2.401
Cl: 3.716 2.633 -2.279
Cl: 5.399 0.366 -2.851
H: 3.423 0.396 -1.496
H: 3.153 0.506 -3.199
C: 1.106 0.554 -5.924
Cl: 1.863 2.041 -5.383
Cl: 0.749 0.559 -7.649
H: 1.696 -0.320 -5.660
H: 0.168 0.402 -5.398

Output
- charge = -1
- total energy (eV) = -161988.48773
- gap between HOMO and LUMO (eV) = 10.614
- lowest unoccupied orbital energy (eV) = 2.116
- relative energy (zero: lowest compared OMol25 entry of this formula, charge and spin) (eV) = 0.000

Here are the Mulliken charges for atoms 1 to 8, given in e: P 2.052; F -0.391; F -0.560; F -0.476; F -0.506; F -0.159; F -0.384; C -0.776


Entry 2:
Below is a 4-piece molecular cluster, C29H58N5O3PS overall, with properties calculated with wB97M-V/def2-TZVPD.

Positions of all 97 atoms, in Å:
O: 4.046 0.445 -1.329
P: 3.797 1.754 -0.726
N: 2.014 1.827 -0.482
C: 1.289 1.322 -1.488
C: -0.076 1.284 -1.420
C: -0.702 1.786 -0.270
C: -2.195 1.689 -0.202
C: -3.058 2.388 -1.036
C: -4.411 2.226 -0.860
N: -4.939 1.412 0.056
C: -6.395 1.240 0.298
S: -7.419 1.289 -1.206
O: -6.663 0.874 -2.346
O: -8.518 0.432 -0.915
C: -4.096 0.720 0.852
C: -2.741 0.818 0.758
C: 0.079 2.336 0.741
C: 1.445 2.349 0.612
H: 4.513 1.806 0.490
H: 4.186 2.734 -1.667
H: 1.775 0.915 -2.375
H: -0.680 0.863 -2.220
H: -2.655 3.044 -1.804
H: -5.063 2.808 -1.508
H: -6.718 2.020 1.004
H: -6.535 0.264 0.775
H: -7.921 2.562 -1.292
H: -4.525 0.068 1.611
H: -2.097 0.249 1.426
H: -0.403 2.752 1.624
H: 2.033 2.775 1.424
C: -0.872 -2.272 0.386
C: 0.594 -1.859 0.347
N: 1.366 -2.325 1.477
C: 2.684 -1.716 1.547
C: 3.686 -2.011 0.424
C: 1.315 -3.759 1.735
C: 1.782 -4.703 0.623
H: -1.355 -1.923 1.303
H: -1.403 -1.835 -0.465
H: -0.996 -3.352 0.319
H: 0.623 -0.759 0.342
H: 1.022 -2.185 -0.615
H: 3.144 -1.974 2.504
H: 2.538 -0.625 1.589
H: 4.128 -3.002 0.518
H: 4.506 -1.295 0.477
H: 3.241 -1.923 -0.566
H: 0.285 -4.020 1.994
H: 1.880 -3.978 2.644
H: 1.427 -4.398 -0.363
H: 1.396 -5.707 0.810
H: 2.867 -4.785 0.590
C: -4.527 -5.263 6.401
C: -3.395 -6.019 5.720
N: -3.017 -5.473 4.427
C: -2.113 -6.337 3.683
C: -0.717 -6.588 4.262
C: -2.679 -4.062 4.409
C: -1.524 -3.584 5.300
H: -5.415 -5.232 5.768
H: -4.794 -5.763 7.332
H: -4.244 -4.239 6.655
H: -3.735 -7.047 5.572
H: -2.543 -6.071 6.413
H: -2.009 -5.947 2.665
H: -2.606 -7.307 3.561
H: -0.062 -5.729 4.113
H: -0.251 -7.432 3.748
H: -0.738 -6.829 5.324
H: -3.574 -3.495 4.683
H: -2.476 -3.760 3.374
H: -1.547 -4.039 6.290
H: -1.589 -2.501 5.438
H: -0.554 -3.786 4.848
C: 4.060 3.337 -5.460
C: 3.253 4.558 -5.030
N: 4.056 5.654 -4.528
C: 3.263 6.702 -3.901
C: 2.287 7.492 -4.780
C: 5.120 6.119 -5.411
C: 4.725 6.624 -6.803
H: 4.675 2.962 -4.638
H: 3.383 2.537 -5.767
H: 4.709 3.549 -6.309
H: 2.576 4.228 -4.230
H: 2.613 4.862 -5.871
H: 3.936 7.404 -3.404
H: 2.686 6.241 -3.089
H: 2.804 8.221 -5.402
H: 1.594 8.052 -4.149
H: 1.691 6.847 -5.426
H: 5.838 5.305 -5.536
H: 5.689 6.898 -4.898
H: 3.973 5.994 -7.279
H: 5.603 6.629 -7.452
H: 4.352 7.646 -6.773

Output
- charge = +2
- total energy (eV) = -64712.37440
- gap between HOMO and LUMO (eV) = 3.382
- lowest unoccupied orbital energy (eV) = -7.869

Here are the Mulliken charges for atoms 1 to 8, given in e: O -0.482; P 0.331; N 0.225; C -0.618; C -0.574; C 0.774; C 0.156; C -0.608


Entry 3:
Below is C29H58O29Rb3 as an isolated structure, with properties calculated with wB97M-V/def2-TZVPD.

Positions of all 119 atoms, in Å:
Rb: -26.679 -29.618 27.251
Rb: -29.978 -26.614 28.528
Rb: -28.832 -27.053 24.688
O: -29.047 -24.705 26.641
C: -27.632 -24.451 26.749
C: -26.596 -25.587 27.175
O: -26.551 -26.839 26.508
H: -27.451 -23.567 27.360
H: -27.278 -24.200 25.749
H: -26.859 -25.846 28.201
H: -25.585 -25.198 27.291
C: -29.723 -21.133 27.728
O: -30.115 -19.837 28.125
C: -31.240 -19.617 28.893
O: -32.066 -20.511 29.248
O: -31.499 -18.326 29.045
C: -32.560 -17.935 29.853
H: -29.616 -21.812 28.574
H: -28.751 -21.110 27.234
H: -30.476 -21.627 27.114
H: -32.866 -16.904 29.681
H: -32.316 -18.168 30.890
H: -33.431 -18.541 29.602
C: -27.616 -27.866 19.414
O: -27.488 -26.516 19.834
C: -27.486 -26.164 21.133
O: -27.657 -26.991 22.064
O: -27.371 -24.822 21.250
C: -27.659 -24.219 22.515
H: -26.757 -28.496 19.647
H: -27.787 -27.911 18.339
H: -28.508 -28.285 19.879
H: -27.081 -24.687 23.312
H: -28.713 -24.337 22.769
H: -27.524 -23.138 22.551
C: -35.244 -26.936 28.950
O: -34.994 -25.635 28.407
C: -33.648 -25.258 28.286
O: -32.688 -26.006 28.474
O: -33.652 -24.001 27.840
C: -32.417 -23.471 27.336
H: -35.340 -26.943 30.036
H: -34.458 -27.638 28.670
H: -36.217 -27.272 28.590
H: -31.767 -24.034 26.666
H: -31.900 -23.236 28.266
H: -32.602 -22.461 26.971
C: -24.650 -23.657 29.334
O: -24.321 -22.321 29.533
C: -23.226 -22.021 30.208
O: -22.398 -22.771 30.736
O: -23.216 -20.616 30.297
C: -22.184 -20.060 31.053
H: -24.002 -24.152 28.610
H: -25.662 -23.753 28.941
H: -24.704 -24.202 30.277
H: -22.410 -19.140 31.592
H: -21.274 -19.889 30.477
H: -21.924 -20.757 31.849
C: -27.411 -26.052 31.188
O: -27.735 -27.199 31.982
C: -28.187 -28.215 31.445
O: -28.400 -28.327 30.225
O: -28.433 -29.067 32.357
C: -28.850 -30.351 32.059
H: -28.328 -25.732 30.694
H: -26.632 -26.340 30.482
H: -27.028 -25.345 31.924
H: -29.737 -30.413 31.427
H: -29.199 -30.791 32.994
H: -28.097 -30.958 31.555
C: -20.285 -29.712 26.002
O: -21.496 -29.901 26.597
C: -22.316 -28.905 26.928
O: -23.420 -29.217 27.357
O: -21.823 -27.632 26.606
C: -22.559 -26.483 27.125
H: -19.898 -30.705 25.770
H: -19.583 -29.276 26.713
H: -20.220 -29.086 25.113
H: -22.784 -26.552 28.189
H: -23.539 -26.519 26.649
H: -21.999 -25.569 26.924
C: -27.373 -21.018 24.654
O: -26.481 -20.150 25.460
C: -25.283 -20.490 25.856
O: -24.764 -21.555 25.579
O: -24.774 -19.531 26.650
C: -23.501 -19.758 27.230
H: -27.554 -21.998 25.096
H: -27.101 -21.345 23.651
H: -28.372 -20.604 24.515
H: -22.623 -19.380 26.706
H: -23.220 -20.807 27.135
H: -23.503 -19.492 28.287
C: -31.157 -22.951 23.982
O: -31.333 -21.699 23.267
C: -30.431 -21.270 22.507
O: -29.370 -21.844 22.382
O: -30.974 -20.409 21.589
C: -30.062 -19.857 20.601
H: -30.894 -23.811 23.366
H: -32.117 -23.120 24.471
H: -30.412 -22.912 24.776
H: -30.540 -19.304 19.793
H: -29.258 -20.473 20.198
H: -29.377 -19.164 21.088
C: -24.037 -24.172 24.081
O: -23.107 -24.558 23.078
C: -21.840 -24.630 23.277
O: -21.288 -24.445 24.366
O: -21.251 -25.020 22.173
C: -19.822 -25.018 22.088
H: -24.708 -23.414 23.678
H: -23.590 -23.794 25.000
H: -24.715 -24.961 24.405
H: -19.394 -24.029 22.250
H: -19.454 -25.360 21.121
H: -19.385 -25.757 22.759

Output
- spin multiplicity = 2
- charge = +2
- total energy (eV) = -92339.88879
- gap between HOMO and LUMO (spin up / spin down) (eV) = 7.807 / 5.915
- <S²> = 0.760
- lowest unoccupied orbital energy (spin up / spin down) (eV) = -5.847 / -7.739

Here are the Mulliken charges for atoms 1 to 8, given in e: Rb 0.884; Rb 0.950; Rb 1.000; O -0.522; C 0.624; C 0.835; O -0.784; H 0.164


Entry 4:
Below is C29H59B4Cl50NO4 as an isolated structure, with properties calculated with wB97M-V/def2-TZVPD.

Positions of all 147 atoms, in Å:
C: 4.924 -2.466 -0.097
C: 4.839 -1.267 -0.198
B: 4.641 0.208 0.222
O: 5.583 0.881 1.027
B: 4.879 1.126 2.227
O: 3.657 1.798 2.119
B: 2.839 1.208 1.116
B: 1.233 0.827 1.526
O: 0.851 1.035 2.856
N: 0.205 0.318 0.649
C: -0.093 -1.110 0.871
C: 0.413 0.671 -0.760
O: 3.487 0.925 -0.095
H: 5.025 -3.522 0.005
H: 5.279 0.725 3.261
H: 1.606 0.914 3.438
H: 0.576 -1.580 1.600
H: -0.041 -1.705 -0.045
H: -1.119 -1.192 1.236
H: -0.484 0.477 -1.345
H: 1.211 0.045 -1.191
H: 0.706 1.714 -0.889
C: -1.976 2.732 2.510
Cl: -1.821 3.629 0.995
Cl: -3.670 2.368 2.887
H: -1.430 1.799 2.419
H: -1.565 3.330 3.314
C: -4.275 -0.856 -0.605
Cl: -2.601 -1.128 -1.088
Cl: -4.332 0.391 0.644
H: -4.846 -0.530 -1.468
H: -4.694 -1.773 -0.210
C: 6.694 4.635 2.082
Cl: 8.232 4.276 2.879
Cl: 6.862 5.917 0.880
H: 6.343 3.740 1.579
H: 5.978 4.954 2.831
C: -4.717 5.740 4.656
Cl: -4.710 6.751 3.203
Cl: -3.791 6.486 5.967
H: -5.740 5.609 4.988
H: -4.272 4.782 4.417
C: 5.575 4.278 -2.287
Cl: 4.555 5.686 -1.953
Cl: 5.428 3.056 -1.017
H: 5.268 3.843 -3.229
H: 6.609 4.601 -2.344
C: -0.402 7.707 4.154
Cl: -0.706 5.973 4.030
Cl: 1.283 8.042 4.585
H: -0.612 8.165 3.199
H: -1.050 8.121 4.919
C: -2.955 -2.807 -4.995
Cl: -4.547 -2.586 -4.263
Cl: -1.850 -3.636 -3.895
H: -3.070 -3.410 -5.889
H: -2.544 -1.836 -5.248
C: -7.267 2.828 1.718
Cl: -6.572 4.147 2.669
Cl: -8.691 2.128 2.501
H: -7.558 3.217 0.749
H: -6.517 2.053 1.602
C: -4.489 -0.742 5.435
Cl: -3.505 0.561 6.108
Cl: -4.616 -0.638 3.672
H: -4.030 -1.690 5.694
H: -5.484 -0.679 5.860
C: -6.823 -3.326 2.225
Cl: -6.796 -2.364 0.741
Cl: -6.251 -4.975 1.945
H: -6.177 -2.850 2.953
H: -7.842 -3.367 2.592
C: 2.521 10.004 7.302
Cl: 1.582 11.495 7.457
Cl: 2.486 9.054 8.796
H: 2.100 9.410 6.499
H: 3.546 10.260 7.076
C: 0.128 11.069 1.860
Cl: -0.311 9.874 0.633
Cl: -0.637 10.716 3.413
H: 1.204 11.053 1.992
H: -0.196 12.048 1.527
C: 6.194 10.883 5.161
Cl: 4.508 10.458 4.831
Cl: 7.311 9.964 4.148
H: 6.330 11.939 4.960
H: 6.409 10.667 6.201
C: 6.273 -1.169 5.751
Cl: 5.210 -1.455 4.366
Cl: 7.373 -2.521 6.024
H: 6.859 -0.276 5.560
H: 5.661 -1.036 6.634
C: -7.048 -5.204 -6.109
Cl: -7.935 -4.529 -7.483
Cl: -5.312 -5.287 -6.423
H: -7.216 -4.571 -5.244
H: -7.409 -6.202 -5.917
C: 10.363 6.390 -0.443
Cl: 11.200 7.684 0.422
Cl: 10.289 6.705 -2.183
H: 10.899 5.462 -0.283
H: 9.354 6.311 -0.060
C: 6.120 6.758 -5.169
Cl: 5.903 5.080 -5.687
Cl: 7.728 7.013 -4.483
H: 5.992 7.408 -6.026
H: 5.380 6.983 -4.410
C: 1.080 -5.643 -2.917
Cl: 2.791 -5.866 -3.306
Cl: 0.861 -4.397 -1.682
H: 0.551 -5.340 -3.813
H: 0.677 -6.578 -2.544
C: -1.868 -8.575 -2.903
Cl: -1.725 -7.453 -4.264
Cl: -1.138 -7.919 -1.429
H: -2.920 -8.761 -2.716
H: -1.366 -9.498 -3.175
C: -10.075 -5.427 -10.604
Cl: -9.945 -4.470 -12.084
Cl: -11.722 -6.029 -10.368
H: -9.401 -6.273 -10.675
H: -9.801 -4.802 -9.762
C: -9.298 -8.813 -5.692
Cl: -9.192 -7.627 -7.002
Cl: -8.621 -8.187 -4.183
H: -10.341 -9.058 -5.530
H: -8.744 -9.700 -5.980
C: 4.466 -2.207 9.615
Cl: 3.515 -1.381 8.373
Cl: 6.177 -2.319 9.177
H: 4.379 -1.653 10.542
H: 4.075 -3.210 9.739
C: -0.088 -10.785 -6.019
Cl: -0.353 -11.817 -7.426
Cl: -1.035 -11.329 -4.625
H: 0.964 -10.813 -5.757
H: -0.388 -9.772 -6.264
C: 6.703 -5.332 -2.719
Cl: 6.528 -6.393 -4.122
Cl: 5.742 -5.901 -1.348
H: 7.746 -5.309 -2.427
H: 6.365 -4.338 -2.989
C: -5.074 -12.497 -5.319
Cl: -6.821 -12.305 -5.116
Cl: -4.216 -10.963 -5.141
H: -4.711 -13.187 -4.567
H: -4.880 -12.888 -6.311

Output
- charge = 0
- total energy (eV) = -669542.80143
- gap between HOMO and LUMO (eV) = 8.603
- lowest unoccupied orbital energy (eV) = 0.047

Here are the Mulliken charges for atoms 1 to 8, given in e: C 0.185; C -0.617; B -0.280; O -0.337; B 1.021; O -0.295; B 0.461; B 0.571